<w>
Below is an isolated molecule of C10H10N2O2, with properties calculated with the ωB97M-V functional and the def2-TZVPD basis.

Each line ends with the Mulliken charge.
Element x y z (Å)
C 2.43502 -1.94895 0.64131  -0.614
O 1.75285 -1.61826 -0.55921  -0.431
C 0.65065 -0.93770 -0.25071  0.675
C -0.60851 -1.50752 -0.36167  -0.594
C -1.79470 -0.75983 -0.12244  0.486
C -3.16376 -1.33020 -0.31441  -0.484
N -4.19874 -0.56392 0.01933  -0.480
N -4.01205 0.74660 0.11035  -0.412
C -2.84390 1.34861 0.09570  -0.561
C -1.63327 0.62867 0.00004  0.836
C -0.35597 1.24477 -0.06419  -1.191
C 0.79579 0.44154 -0.16088  0.506
O 2.12605 0.92045 -0.26062  -0.302
C 2.41936 2.20354 -0.16114  -0.866
H 1.78563 -2.87941 1.10766  0.250
H 2.64768 -0.99713 1.28719  0.238
H 3.35325 -2.42592 0.22972  0.250
H -0.60350 -2.58719 -0.41163  0.400
H -3.34504 -2.37975 -0.62674  0.384
H -2.95848 2.47385 0.10761  0.363
H -0.28892 2.23032 0.09216  0.635
H 1.93684 2.89163 -0.89574  0.317
H 3.50132 2.28005 -0.42723  0.242
H 2.40240 2.52576 0.92556  0.353

* lowest unoccupied orbital energy: 0.0 eV
* structure (SMILES): COc1cc2cnncc2cc1OC

<x>
Below is a structure of composition C10H10N2O2, with properties calculated with the ωB97M-V functional and the def2-TZVPD basis.

Each line ends with the Mulliken charge.
Element x y z (Å)
C -0.30956 0.80953 0.65500  0.893
C -0.50599 0.26098 2.00500  -0.421
C -1.09540 0.98219 2.94056  -0.318
C -1.15656 2.97300 1.63601  0.199
C 0.75753 -1.42453 -0.40277  0.489
C -0.39057 -2.07698 -1.04381  -0.961
C -0.26010 -2.10825 -2.35849  -0.302
C 0.86290 -1.66821 -3.12717  -0.493
C 2.01365 -1.18453 -2.52674  -0.228
C 1.96299 -1.00030 -1.08391  -1.235
H -0.82044 2.67947 -0.32261  0.280
H 0.03654 -0.67230 2.19651  0.242
H -1.18174 0.50490 3.92532  0.364
H -1.53434 2.89887 3.65716  0.297
H 0.66498 -1.77448 0.73300  0.627
H -1.19601 -2.41113 -0.50143  0.529
H -0.98298 -2.39665 -3.01603  0.394
H 0.73986 -1.79364 -4.23944  0.278
H 2.97591 -1.11281 -3.11281  0.311
H 2.73970 -0.56050 -0.56203  0.459
N -0.80733 2.14806 0.59199  -0.129
N -1.49485 2.30075 2.83994  -0.116
O 0.13544 0.38757 -0.37609  -0.524
O -1.15362 4.23901 1.49285  -0.635

* lowest unoccupied orbital energy: 0.1 eV

<y>
Below is an isolated molecule of C10H10N2O2, with properties calculated with the ωB97M-V functional and the def2-TZVPD basis.

Each line ends with the Mulliken charge.
Element x y z (Å)
C -2.41455 -1.83677 0.36702  -0.364
C -1.49434 -1.51421 -0.41817  -0.100
C -2.89489 0.26568 0.99533  0.750
C -2.75467 2.35479 -0.16250  0.281
C 0.66265 -0.95374 0.12066  0.836
C 3.09597 1.31043 0.81910  -1.207
C -0.29519 -0.85331 -2.35988  -1.493
C 2.77224 -0.19803 0.66095  -0.257
C -2.68232 1.57146 1.07352  -0.712
C -0.36744 -1.12354 -0.93324  0.412
N -3.27342 -0.88235 0.83081  -0.437
N -2.63434 2.96274 -1.11701  -0.416
O 0.48465 -1.37379 1.26736  -0.653
O 1.81242 -0.48729 -0.33345  -0.306
H -2.58585 -2.83579 0.61580  0.411
H 3.90285 1.70053 0.24681  0.341
H 2.29539 1.92286 0.51084  0.368
H 3.40572 1.56130 1.78792  0.350
H -0.20284 0.18400 -2.53748  0.330
H -1.02922 -1.33394 -2.91407  0.454
H 0.68861 -1.17672 -2.64631  0.383
H 2.27807 -0.67554 1.58286  0.309
H 3.73531 -0.70028 0.53473  0.350
H -2.50479 2.11150 2.00842  0.367

* lowest unoccupied orbital energy: 0.3 eV

<z>
Below is a structure of composition C10H10N2O2, with properties calculated with the ωB97M-V functional and the def2-TZVPD basis.

Each line ends with the Mulliken charge.
Element x y z (Å)
C 3.34987 -0.93579 0.79554  -0.823
C 2.79466 -1.12815 -0.65428  -0.343
C 1.17847 0.71321 -0.33420  0.819
C -0.04566 1.32403 -0.08840  0.324
C -1.27463 0.53749 -0.16916  0.487
C -2.37409 1.38860 -0.02923  -0.445
C -3.69328 0.84511 -0.12964  -0.550
C -3.79478 -0.48303 0.10972  -0.621
C -2.57212 -1.44151 0.07348  -0.403
C -1.31155 -0.89692 -0.27025  -0.321
H 4.37859 -1.65113 1.04692  0.307
H 2.48948 -1.29509 1.80086  0.195
H 3.58294 0.21800 1.02551  0.304
H 3.64260 -0.76544 -1.43802  0.243
H 2.72856 -2.09414 -1.01004  0.398
H -2.52164 2.37054 -0.08037  0.451
H -4.39298 1.60246 -0.11795  0.433
H -4.75755 -0.75955 0.06073  0.486
H -2.40008 -2.55609 0.36070  0.259
H -0.32191 -1.37670 -0.10803  0.308
N 2.15217 1.52050 -0.02836  -0.407
N 0.22588 2.59317 -0.00443  -0.460
O 1.42691 -0.54427 -0.73766  -0.485
O 1.51013 2.81469 -0.07343  -0.154

* lowest unoccupied orbital energy: 0.2 eV

Most stable = <x>

<w>
Below is the ion C5H7N2O3S with charge -1, with properties calculated with the ωB97M-V functional and the def2-TZVPD basis.

Each line ends with the Mulliken charge.
Element x y z (Å)
C -0.31774 1.15718 -0.73272  -0.406
C 1.04955 -0.71719 -1.12922  -0.265
C -2.38788 -0.16160 -0.93032  -0.293
C 2.19117 -1.62770 -0.58122  -0.775
C 1.52407 0.94927 0.70311  -1.014
N -1.37347 0.47877 -0.71069  0.192
N 0.87012 0.46569 -0.50248  0.164
O -2.48410 -0.24384 1.75433  -0.664
O -4.11228 1.00988 0.41195  -0.656
O -4.20282 -1.43452 0.49366  -0.652
S -3.38793 -0.24334 0.59707  1.158
H -0.19032 2.23824 -0.81788  0.459
H 2.65303 -2.33799 -1.36004  0.254
H 2.96441 -0.86839 -0.25275  0.221
H 1.84813 -2.15977 0.31657  0.261
H 2.19348 1.83370 0.38936  0.299
H 0.83988 1.37890 1.31333  0.408
H 2.32271 0.28271 1.03793  0.308

* lowest unoccupied orbital energy: 3.2 eV
* total charge: -1

<x>
Below is the ion C5H7N2O3S with charge -1, with properties calculated with the ωB97M-V functional and the def2-TZVPD basis.

Each line ends with the Mulliken charge.
Element x y z (Å)
C -0.30151 1.57897 0.05131  -1.437
C -0.05022 0.15172 0.19582  0.722
C 1.18443 -0.48510 0.09489  0.051
S 2.77115 0.32808 0.00505  1.206
O 2.64890 1.57891 0.72131  -0.710
O 3.71139 -0.60744 0.58332  -0.685
O 2.96184 0.68069 -1.42773  -0.724
N 0.97369 -1.84943 0.01291  -0.694
C -0.29078 -2.00224 0.00102  -0.140
N -0.98341 -0.86141 0.10487  0.066
C -2.41367 -0.54762 -0.08416  -0.996
H 0.53593 2.19055 -0.15538  0.402
H -0.98578 1.86906 -0.66197  0.356
H -0.64144 2.19698 1.05350  0.191
H -0.92117 -2.83453 -0.16249  0.387
H -2.88200 -1.42549 -0.08972  0.464
H -2.66422 -0.07055 0.85040  0.336
H -2.65315 0.10884 -1.09294  0.206

* lowest unoccupied orbital energy: 3.0 eV
* structure (SMILES): Cc1c(S(=O)(=O)[O-])ncn1C
* total charge: -1

Most stable = <x>

<w>
Below is a cluster of 2 separate species, H3N3O3 in total, with properties calculated with the ωB97M-V functional and the def2-TZVPD basis.

Each line ends with the Mulliken charge.
Element x y z (Å)
N 0.29695 -0.73770 -0.32052  0.107
N -0.15018 0.35752 -0.23978  -0.522
N -3.68245 -0.04604 0.10583  1.066
O -4.78605 -0.35428 -0.10432  -0.529
O -2.80272 -0.68404 0.55553  -0.522
O -3.31024 1.20999 -0.33685  -0.405
H 1.20240 -0.94245 -0.60241  0.214
H -0.38911 -1.65435 -0.33245  0.221
H -2.40953 1.25300 -0.50175  0.371

* lowest unoccupied orbital energy: 0.6 eV

<x>
Below is a cluster of 2 separate species, H3N3O3 in total, with properties calculated with the ωB97M-V functional and the def2-TZVPD basis.

Each line ends with the Mulliken charge.
Element x y z (Å)
H 0.32887 -1.63003 -0.46681  0.299
N -0.30202 -2.01538 0.32974  -0.721
N 0.10662 -1.96654 1.47081  0.620
N 0.04499 -1.64211 2.56208  0.387
O 0.35257 -1.92592 3.69707  -0.565
O -0.30236 2.08973 -0.47137  -0.379
O 0.05766 0.68192 -0.19506  -0.358
H 0.62544 2.53384 -0.59003  0.340
H -0.77552 0.45164 -0.69916  0.377

* lowest unoccupied orbital energy (spin up / spin down): 0.0 / 0.0 eV
* structure (SMILES): [H]/N=N/N=O.OO

<y>
Below is a cluster of 2 separate species, H3N3O3 in total, with properties calculated with the ωB97M-V functional and the def2-TZVPD basis.

Each line ends with the Mulliken charge.
Element x y z (Å)
H -0.84852 1.94853 1.24626  0.249
N -0.27007 1.21523 0.80907  -0.458
N -0.37947 0.09064 1.20671  0.160
O -1.29642 -0.15808 2.21308  -0.409
H -1.29070 -1.11524 2.37045  0.400
O 1.76242 -1.34500 -3.00787  -0.300
N 1.62432 -0.68739 -2.02925  0.142
O 0.34010 -0.23231 -1.81789  -0.348
H 0.35834 0.28363 -0.99055  0.564

* lowest unoccupied orbital energy: 0.6 eV
* structure (SMILES): [H]/N=N\O.O=NO

Most stable = <y>

<w>
Below is an isolated molecule of C17H23N3O3, with properties calculated with the ωB97M-V functional and the def2-TZVPD basis.

Each line ends with the Mulliken charge.
Element x y z (Å)
C 0.50158 2.39266 2.39415  -1.099
C 1.04675 1.07079 2.86262  -0.812
C 2.13081 0.30393 2.14517  0.522
C 3.37192 1.17222 1.99101  -1.576
C 1.82968 -0.46735 0.84069  0.410
N 2.91664 -1.37796 0.42301  -0.725
C 1.51834 0.40197 -0.45057  0.271
O 1.60955 1.62408 -0.51036  -0.778
N 1.24680 -0.43223 -1.46667  -0.145
C 0.57493 -0.12311 -2.73195  -0.178
C -0.82595 0.45521 -2.62189  -0.819
C -1.78440 -0.59476 -2.02987  0.314
C -2.31866 -1.71136 -2.67869  -0.696
N -3.14908 -2.37792 -1.80598  -0.107
C -3.12975 -1.73607 -0.56700  -0.660
C -3.97069 -2.00732 0.53663  -0.643
C -3.93637 -1.13351 1.61413  -0.632
C -3.02495 -0.05918 1.53959  -0.775
C -2.21983 0.22453 0.46636  0.121
C -2.29622 -0.62988 -0.67576  1.030
C 1.30370 0.71949 -3.74757  0.204
O 1.09438 0.60215 -4.95179  -0.608
O 2.16220 1.65897 -3.33105  -0.501
H -0.14477 2.37012 1.50521  0.141
H 1.33307 3.06520 2.11528  0.307
H -0.10753 2.82659 3.16355  0.419
H 0.20126 0.41267 3.12088  0.302
H 1.42891 1.29726 3.88809  0.423
H 2.38888 -0.51666 2.83234  0.249
H 3.65777 1.61853 2.99387  0.386
H 3.25210 1.99042 1.28114  0.297
H 4.28310 0.62155 1.69609  0.391
H 0.90731 -1.06978 0.93916  0.313
H 2.44287 -2.16996 -0.03526  0.246
H 3.31333 -1.79507 1.27117  0.330
H 0.97050 -1.34636 -1.15570  0.419
H 0.53673 -1.11771 -3.20653  0.459
H -1.11256 0.74996 -3.61319  0.684
H -0.79659 1.28675 -1.89789  0.209
H -2.34178 -2.04382 -3.71951  0.461
H -3.29596 -3.36311 -1.90440  0.260
H -4.69549 -2.82845 0.49394  0.360
H -4.56878 -1.26631 2.47382  0.430
H -3.05438 0.58323 2.39746  0.409
H -1.40106 1.00266 0.49612  0.003
H 2.15169 1.71692 -2.37981  0.385

* lowest unoccupied orbital energy: 0.3 eV
* structure (SMILES): CC[C@H](C)[C@H](N)C(=O)N[C@@H](Cc1c[nH]c2ccccc12)C(=O)O

<x>
Below is an isolated molecule of C17H23N3O3, with properties calculated with the ωB97M-V functional and the def2-TZVPD basis.

Each line ends with the Mulliken charge.
Element x y z (Å)
C -4.92390 1.95859 -1.12362  -1.261
C -3.42130 1.88018 -0.83637  -0.660
C -2.93435 0.99898 0.30456  0.437
C -1.69709 1.64914 0.96517  -1.837
C -2.55717 -0.42644 -0.13745  0.342
N -3.71672 -1.02336 -0.86530  -0.652
C -2.19596 -1.34503 1.02330  -0.359
O -3.08677 -1.83392 1.73997  -0.719
N -0.88210 -1.70072 1.28198  0.136
C 0.24248 -1.59875 0.39557  0.323
C 1.53961 -1.92929 1.10073  -0.878
C 2.72562 -1.36405 0.45779  -0.343
C 3.76002 -2.07059 -0.03070  -0.406
N 4.76086 -1.22717 -0.51477  -0.049
C 4.39980 0.09297 -0.27069  -0.778
C 5.05745 1.30917 -0.57060  -0.891
C 4.41719 2.48403 -0.17486  -0.442
C 3.10485 2.42414 0.41181  -0.909
C 2.43901 1.21585 0.62967  -0.117
C 3.11103 0.02107 0.31707  1.473
C 0.01515 -2.43655 -0.86697  0.464
O -1.02824 -3.01411 -1.11106  -0.567
O 1.02258 -2.47646 -1.77309  -0.559
H -5.11584 2.70240 -1.88983  0.385
H -5.57266 2.21385 -0.22818  0.294
H -5.30882 0.97765 -1.47597  0.274
H -2.92300 1.59991 -1.78822  0.266
H -3.03824 2.86255 -0.64474  0.468
H -3.73710 0.85690 1.05013  0.424
H -0.87618 1.69728 0.22105  0.328
H -1.34817 1.12227 1.86516  0.391
H -1.86332 2.69077 1.26496  0.565
H -1.71984 -0.36245 -0.90598  0.340
H -3.41107 -1.91488 -1.29804  0.336
H -4.42064 -1.31842 -0.19784  0.305
H -0.81573 -2.37519 2.05183  0.282
H 0.37651 -0.55477 0.07917  0.133
H 1.39904 -1.49564 2.11598  0.358
H 1.63437 -2.98131 1.28958  0.364
H 4.00930 -3.13641 -0.09774  0.395
H 5.71291 -1.51812 -0.73688  0.247
H 6.08360 1.32481 -0.96551  0.325
H 4.92590 3.41666 -0.36404  0.399
H 2.64810 3.34527 0.66704  0.443
H 1.44051 1.24143 1.07754  0.519
H 1.76832 -1.98224 -1.44161  0.416

* lowest unoccupied orbital energy: 0.4 eV
* structure (SMILES): CC[C@H](C)[C@H](N)C(=O)N[C@@H](Cc1c[nH]c2ccccc12)C(=O)O

Most stable = <x>

<w>
Below is a structure of composition I2NO, with properties calculated with the ωB97M-V functional and the def2-TZVPD basis.

Each line ends with the Mulliken charge.
Element x y z (Å)
N -0.06232 -0.26209 -0.41180  0.083
O -0.09318 0.58790 0.42014  -0.120
I 2.11127 -1.69450 0.01256  -0.529
I -2.09721 -1.69279 0.01701  -0.435

* lowest unoccupied orbital energy (spin up / spin down): 2.7 / 2.6 eV
* total charge: -1

<x>
Below is a cluster of 2 separate species, I2NO in total, with properties calculated with the ωB97M-V functional and the def2-TZVPD basis.

Each line ends with the Mulliken charge.
Element x y z (Å)
N 0.17587 -1.34470 0.74839  0.070
O -1.02821 -1.29405 0.88960  -0.233
I 1.18346 -0.51658 -0.85224  0.117
I -0.33112 3.15533 -0.78575  -0.954

* lowest unoccupied orbital energy: 2.1 eV
* total charge: -1

Most stable = <w>

<w>
Below is a cluster of 2 separate species, C5H11P in total, with properties calculated with the ωB97M-V functional and the def2-TZVPD basis.

Each line ends with the Mulliken charge.
Element x y z (Å)
C 0.64243 -0.05497 -0.51182  0.174
C -0.18629 -0.35215 0.61915  -0.086
C 2.16481 -0.10704 -0.48629  -1.137
C -0.03469 -1.03044 2.01246  -1.057
C -1.75850 1.37283 -1.07424  -0.641
P -0.50616 1.36130 0.18345  -0.095
H 0.24677 -0.47178 -1.44580  0.396
H -2.29543 -1.08600 -0.75301  0.129
H 2.53288 -0.83744 -1.20752  0.338
H 2.54292 -0.36395 0.55651  0.294
H 2.60361 0.84222 -0.88776  0.283
H 0.45743 -0.22012 2.58875  0.302
H 0.76273 -1.82597 2.05247  0.278
H -1.02545 -1.29766 2.28631  0.335
H -2.34603 0.32134 -1.03067  -0.073
H -1.33567 1.52227 -2.03957  0.257
H -2.46537 2.22755 -0.86242  0.303

* lowest unoccupied orbital energy (spin up / spin down): 0.1 / -0.7 eV

<x>
Below is a structure of composition C5H11P, with properties calculated with the ωB97M-V functional and the def2-TZVPD basis.

Each line ends with the Mulliken charge.
Element x y z (Å)
C -0.09158 -0.62897 0.77117  -0.392
C 1.05735 -2.02995 0.04607  -0.334
C 2.09231 -1.66847 -0.91502  -0.910
C -0.34433 2.05465 1.14201  -1.092
C -1.90712 0.80748 -0.78129  -1.110
P -0.12142 0.82103 -0.23770  0.131
H -0.90046 -1.06435 1.32694  0.385
H 1.02376 -2.93273 0.62281  0.402
H 1.64927 -1.26283 -1.82658  0.296
H 2.71110 -2.53135 -1.16690  0.323
H 2.73444 -0.88127 -0.51362  0.282
H 0.55982 2.07815 1.74537  0.344
H -0.51097 3.04197 0.71656  0.359
H -1.19094 1.77979 1.76974  0.310
H -2.57573 0.62323 0.05924  0.339
H -2.14646 1.76802 -1.23216  0.352
H -2.03903 0.02561 -1.52663  0.314

* lowest unoccupied orbital energy (spin up / spin down): 0.6 / -0.1 eV

<y>
Below is a structure of composition C5H11P, with properties calculated with the ωB97M-V functional and the def2-TZVPD basis.

Each line ends with the Mulliken charge.
Element x y z (Å)
C 2.17291 1.14261 -0.41536  -1.073
C -1.75402 0.25971 0.15095  -0.423
C -0.74097 0.72425 -0.92069  -0.587
C -0.78826 0.12162 1.31439  -0.934
C 0.90916 -1.58834 -0.13656  -1.028
P 0.70264 0.23093 0.06347  0.727
H 3.01221 1.17825 0.26896  0.275
H 1.84623 2.12039 -0.63167  0.255
H -2.43900 1.07852 0.39126  0.264
H -2.34381 -0.68040 0.02287  0.223
H -0.77192 0.06603 -1.90089  0.270
H -0.66141 1.82412 -1.04946  0.365
H -0.80217 0.95100 1.93322  0.410
H -0.83301 -0.79190 1.98366  0.307
H 2.03398 -1.85416 -0.14689  0.322
H 0.26866 -2.05286 0.67688  0.286
H 0.66892 -1.76584 -1.12200  0.342

* lowest unoccupied orbital energy: 0.9 eV

Most stable = <y>